# 1
C22H27CoN6OS | ωB97M-V/def2-TZVPD

* energy relative to the best compared isomer or geometry (same formula, charge and spin): 34.6 kJ/mol
* E_HOMO (spin up / spin down): -13.064 / -13.043 eV
* frontier orbital gap (spin up / spin down): 7.82 / 4.62 eV
* spin multiplicity: 5
* net charge: +2
* <S²>: 6.0409
* E_LUMO (spin up / spin down): -5.240 / -8.418 eV

Each line ends with the Löwdin charge.
Geometry (Å):
Co 0.00240 -0.89638 -0.53601  0.497
C -5.41455 0.02767 1.38602  -0.090
C -5.36567 0.26017 -0.11277  -0.214
N -4.03722 0.57690 -0.66174  -0.015
C -2.92475 -0.15442 -0.56673  -0.725
S -1.54610 0.43403 -1.53633  0.644
N -2.92419 -1.25040 0.16213  0.040
N -1.71946 -1.89118 0.06066  -0.085
C -1.60074 -3.10129 0.46336  -0.246
C -2.68205 -3.90685 1.10283  -0.002
C -0.28765 -3.70877 0.10498  -0.192
C 0.03139 -5.01777 0.41961  0.016
C 1.21571 -5.55958 -0.05815  -0.012
C 2.04842 -4.78124 -0.84433  -0.024
C 1.67337 -3.47468 -1.09709  -0.098
N 0.54077 -2.93953 -0.63673  0.040
H -6.46031 -0.05250 1.68242  0.082
H -4.97454 0.86602 1.92859  0.079
H -4.89979 -0.88292 1.67513  0.046
H -5.97216 1.13248 -0.35113  0.119
H -5.78277 -0.58772 -0.66000  0.123
H -4.00600 1.29874 -1.36194  0.110
H -3.52380 -3.26507 1.34060  0.070
H -2.32435 -4.38595 2.01608  0.092
H -3.02777 -4.69617 0.43148  0.107
H -0.64708 -5.61251 1.01395  0.121
H 1.47647 -6.58421 0.17160  0.127
H 2.96601 -5.17279 -1.25930  0.121
H 2.29806 -2.82995 -1.70257  0.109
O 0.24388 -0.32409 1.54203  -0.102
C 1.54892 -0.60784 2.04871  -0.132
C 2.53470 -0.38377 0.93049  -0.240
C 3.89367 -0.30101 1.19608  0.011
C 4.77450 -0.13722 0.14360  -0.012
C 4.27667 -0.04870 -1.15186  -0.025
C 2.91515 -0.14018 -1.33533  -0.119
N 2.05216 -0.30721 -0.31552  0.018
H -0.42851 -0.47157 2.21847  0.131
H 1.61086 -1.64570 2.38831  0.145
H 1.78585 0.04342 2.89065  0.141
H 4.24957 -0.36808 2.21630  0.134
H 5.83910 -0.07550 0.32740  0.128
H 4.93122 0.08226 -2.00191  0.124
H 2.47945 -0.08475 -2.32634  0.126
N 0.62809 2.90223 -1.12050  0.234
C 0.90265 4.18060 -0.93531  -0.239
C 0.18796 5.17461 -1.68524  0.035
C 0.47841 6.49117 -1.49407  -0.021
C 1.47281 6.86663 -0.56927  0.026
C 2.18391 5.89831 0.17190  -0.024
C 1.91414 4.57595 0.00138  0.022
H 1.07372 2.17879 -0.57224  0.100
H -0.14331 2.60197 -1.70870  0.054
H -0.57106 4.86029 -2.39074  0.134
H -0.05173 7.25100 -2.05116  0.130
H 1.69503 7.91537 -0.42339  0.131
H 2.94274 6.21370 0.87439  0.128
H 2.44783 3.81516 0.55729  0.125

Forces on atoms 1 to 6 (eV/Å):
Co 0.0 -0.4 0.0
C 0.0 0.1 0.0
C 0.1 0.0 -0.1
N 0.0 0.2 0.0
C -0.2 -0.1 0.1
S -0.1 0.1 0.0

=====

# 2
C22H27ErNO3P2 | ωB97M-V/def2-TZVPD

* E_HOMO (spin up / spin down): -10.529 / -10.536 eV
* frontier orbital gap (spin up / spin down): 6.92 / 6.93 eV
* spin multiplicity: 4
* net charge: +1
* <S²>: 3.7534
* E_LUMO (spin up / spin down): -3.611 / -3.610 eV

Each line ends with the Löwdin charge.
Geometry (Å):
C 1.12526 -3.70724 -1.95053  -0.022
C 1.11564 -2.36360 -1.55405  -0.233
C 0.10427 -1.47994 -2.02140  -0.183
C -0.82625 -1.99040 -3.00104  -0.131
C -0.78821 -3.35620 -3.38795  -0.011
C 0.12284 -4.20169 -2.79133  -0.062
C -1.73004 -1.07082 -3.55376  0.076
C -1.66904 0.30019 -3.26561  -0.136
C -0.70236 0.73619 -2.27982  -0.186
C -0.57575 2.15067 -2.02459  -0.224
C -1.49819 3.05163 -2.57379  -0.027
C -2.50578 2.59305 -3.43948  -0.058
C -2.56643 1.25986 -3.81959  -0.008
H 1.91278 -4.36707 -1.59099  0.124
H -1.53796 -3.73030 -4.08151  0.122
H 0.10809 -5.26698 -2.98393  0.112
H -2.48095 -1.36862 -4.29298  0.137
H -1.42524 4.11481 -2.31291  0.124
H -3.23838 3.32762 -3.77893  0.115
H -3.33906 0.92283 -4.50587  0.119
N -0.05866 -0.21009 -1.55114  0.098
Er -1.07499 -0.06402 1.45244  0.924
C 2.13761 -1.83675 -0.59002  -0.295
H 2.61769 -0.89514 -0.89473  0.098
H 2.87516 -2.62090 -0.39909  0.089
C 0.51222 2.67732 -1.11361  -0.274
H 1.48808 2.19637 -1.26142  0.095
H 0.55159 3.78425 -1.21964  0.107
P 1.28303 -1.49387 1.02029  0.804
P 0.04749 2.25721 0.63363  0.809
C -1.19558 3.57955 0.96617  -0.243
H -1.48402 3.46628 2.01964  0.053
H -0.72826 4.56272 0.77958  0.062
H -2.07918 3.42752 0.33153  0.039
C 1.51194 2.91835 1.50636  -0.240
H 1.64086 3.96565 1.20100  0.061
H 1.32380 2.83479 2.57846  0.046
H 2.37140 2.30244 1.22243  0.044
C 1.10661 -3.25519 1.48095  -0.247
H 2.07748 -3.72589 1.37310  0.048
H 0.77051 -3.33497 2.52455  0.054
H 0.39670 -3.74251 0.80039  0.049
C 2.80884 -1.18758 1.97072  -0.248
H 2.47657 -0.99595 2.99767  0.026
H 3.43833 -2.07824 1.91210  0.055
H 3.35981 -0.31868 1.56980  0.055
C -3.19855 0.82778 0.90437  -0.280
O -4.26562 1.35074 0.91801  0.030
H -2.62619 -0.38414 -0.02173  -0.010
C 0.62871 0.05141 5.89914  0.020
O 0.72352 -0.45276 4.52610  -0.071
C -0.00330 -0.23243 3.51011  -0.499
O -0.93863 0.61760 3.42030  -0.185
H -0.37864 -0.01290 6.27476  0.095
H 1.01657 1.04717 5.96168  0.089
H 1.26190 -0.57913 6.50616  0.094

Forces on atoms 1 to 6 (eV/Å):
C 0.0 1.8 0.7
C 0.6 -0.7 0.1
C -1.8 0.3 -0.5
C 0.2 0.6 -0.3
C 0.1 -0.5 0.7
C -0.6 0.0 -0.8

=====

# 3
C22H27F3N2O3 | ωB97M-V/def2-TZVPD

* energy relative to the best compared isomer or geometry (same formula, charge and spin): 16.4 kJ/mol
* E_HOMO: -7.801 eV
* frontier orbital gap: 8.42 eV
* structure (SMILES): Cc1ccc2[nH]c(C)c(CCNC(=O)[C@@H]3CCCC[C@@H]3C(=O)OCC(F)(F)F)c2c1
* net charge: 0
* E_LUMO: 0.619 eV

Each line ends with the Löwdin charge.
Geometry (Å):
C 6.78799 0.14635 1.44357  -0.061
C 5.70685 -0.43542 0.58019  -0.290
C 6.00648 -0.77190 -0.74869  -0.062
C 5.06519 -1.31533 -1.59458  -0.018
C 3.78925 -1.52156 -1.08940  -0.210
N 2.66472 -2.02918 -1.67585  0.120
C 1.63305 -2.03499 -0.76684  -0.250
C 0.30106 -2.57428 -1.15239  -0.005
C 2.08105 -1.52801 0.42489  -0.159
C 1.28496 -1.31149 1.67087  -0.108
C 0.98298 0.18183 1.87700  -0.155
N 0.35545 0.75218 0.70450  0.089
C -0.97891 0.74780 0.53430  -0.445
O -1.76085 0.42303 1.40927  0.084
C -1.44490 1.17250 -0.86034  -0.182
C -0.94152 2.55508 -1.27904  -0.148
C -1.58264 3.65105 -0.43435  -0.187
C -3.09930 3.59897 -0.57862  -0.187
C -3.62579 2.24885 -0.10417  -0.145
C -2.98162 1.10725 -0.88951  -0.165
C -3.37185 -0.25781 -0.36466  -0.454
O -2.81285 -1.28349 -0.65433  0.112
O -4.47078 -0.21641 0.41607  0.028
C -4.90424 -1.43878 0.96202  -0.040
C -6.15709 -1.91926 0.23206  -0.606
F -5.97863 -2.00568 -1.08897  0.157
F -7.20469 -1.10893 0.42729  0.146
F -6.52762 -3.13550 0.66034  0.140
C 3.45745 -1.18600 0.24358  -0.120
C 4.43611 -0.64189 1.07587  0.010
H 7.62327 -0.54831 1.52687  0.079
H 7.16728 1.07085 1.00883  0.079
H 6.41572 0.36041 2.44235  0.071
H 7.00985 -0.60045 -1.11107  0.108
H 5.31158 -1.57522 -2.61387  0.106
H 2.60377 -2.38672 -2.61396  0.159
H 0.23785 -3.63800 -0.91864  0.090
H 0.13861 -2.45685 -2.22245  0.083
H -0.50589 -2.06964 -0.62748  0.053
H 1.83636 -1.67953 2.53820  0.119
H 0.34168 -1.85444 1.60485  0.116
H 1.90497 0.73463 2.06956  0.117
H 0.29365 0.31289 2.71287  0.121
H 0.94942 0.84084 -0.10527  0.142
H -1.05568 0.41918 -1.55580  0.151
H 0.14560 2.60421 -1.19174  0.108
H -1.19728 2.71650 -2.32938  0.123
H -1.31199 3.50764 0.61363  0.120
H -1.20693 4.62587 -0.75142  0.111
H -3.55840 4.39504 0.00946  0.112
H -3.37029 3.75663 -1.62567  0.115
H -3.39640 2.11685 0.95298  0.121
H -4.70877 2.20314 -0.22237  0.122
H -3.31165 1.14971 -1.93436  0.171
H -5.14709 -1.28193 2.01586  0.154
H -4.12129 -2.19977 0.84682  0.146
H 4.20274 -0.39251 2.10114  0.111

Forces on atoms 1 to 6 (eV/Å):
C 0.0 0.0 0.0
C 0.0 0.1 0.1
C -0.1 0.0 -0.1
C 0.0 0.0 -0.1
C 0.3 0.2 0.5
N -0.1 -0.2 -0.3

=====

# 4
C22H27FN2 | ωB97M-V/def2-TZVPD

* E_HOMO: -7.346 eV
* frontier orbital gap: 8.15 eV
* structure (SMILES): CCN(CC)c1ccc(CN2CC=C(c3ccc(F)cc3)CC2)cc1
* net charge: 0
* E_LUMO: 0.808 eV

Each line ends with the Löwdin charge.
Geometry (Å):
C 2.11105 3.63538 0.56331  -0.072
C 0.61739 3.91109 0.75891  -0.223
N -0.14725 2.71897 1.03801  -0.116
C -0.24233 2.33565 2.42710  -0.233
C -1.43313 2.97828 3.14332  -0.069
C -0.72446 1.97162 0.04052  -0.233
C -1.67463 0.98066 0.32429  -0.013
C -2.21763 0.19937 -0.67347  -0.042
C -1.84293 0.34992 -2.00242  -0.230
C -2.34500 -0.58357 -3.07697  -0.140
N -1.73922 -1.90881 -3.13469  -0.168
C -2.03834 -2.78465 -2.02041  -0.180
C -1.13233 -2.59390 -0.83868  -0.037
C 0.06244 -2.01311 -0.93441  -0.198
C 0.88301 -1.76022 0.26025  -0.177
C 1.58679 -0.56582 0.40786  -0.017
C 2.31568 -0.30417 1.55198  -0.006
C 2.34941 -1.25432 2.55489  -0.278
F 3.05944 -1.00093 3.67877  0.049
C 1.67749 -2.45668 2.43719  -0.005
C 0.94816 -2.69990 1.28905  -0.023
C 0.58850 -1.53114 -2.25903  -0.112
C -0.32345 -1.94935 -3.42557  -0.168
C -0.94496 1.36799 -2.29688  -0.062
C -0.39798 2.16297 -1.30940  -0.033
H 2.63636 4.56136 0.34323  0.072
H 2.26915 2.93944 -0.25636  0.064
H 2.53768 3.20400 1.46578  0.061
H 0.49012 4.60015 1.59962  0.116
H 0.20945 4.40396 -0.12706  0.114
H 0.68120 2.64129 2.92843  0.116
H -0.30190 1.24637 2.49730  0.109
H -2.36719 2.69432 2.66596  0.067
H -1.35404 4.06268 3.11393  0.068
H -1.45845 2.66112 4.18271  0.073
H -2.00667 0.81552 1.33605  0.100
H -2.95711 -0.54146 -0.40584  0.115
H -2.18077 -0.12697 -4.05842  0.119
H -3.42192 -0.74062 -2.95551  0.123
H -3.08044 -2.64196 -1.72470  0.117
H -1.94436 -3.82030 -2.38155  0.123
H -1.51296 -2.92506 0.11682  0.113
H 1.54391 0.18341 -0.36602  0.103
H 2.85403 0.62251 1.67225  0.109
H 1.73231 -3.18277 3.23318  0.117
H 0.43081 -3.64116 1.18093  0.113
H 1.59286 -1.93389 -2.41709  0.127
H 0.67164 -0.44327 -2.23464  0.088
H -0.12898 -1.31445 -4.29344  0.120
H -0.09439 -2.98346 -3.70605  0.122
H -0.65332 1.53902 -3.32534  0.117
H 0.30650 2.92512 -1.60296  0.096

Forces on atoms 1 to 6 (eV/Å):
C -0.3 0.1 0.0
C 0.3 0.0 -0.2
N 0.1 0.1 0.1
C -0.3 0.0 0.2
C 0.2 -0.2 -0.1
C -0.1 0.0 -0.2

=====

Total energy in eV, matching the order above: -82689.5457; -77076.5536; -40530.3402; -28949.6136